The following is a DFT calculation (wB97M-V/def2-TZVPD) of 3 unconnected molecules or ions with the total composition C12H31O9P.

Summary:
- Molecular weight: 350.3 g mol⁻¹
- E_tot: -1494.29624 Ha
- SMILES string: COCCOCP(=O)(O)O.COCCOC.COCCOC

Each line ends with the Löwdin charge.
Geometry (Å):
C 3.3111 -1.2721 0.8282  -0.1052
O 2.0154 -1.4265 1.3761  -0.1848
C 1.2394 -0.2549 1.2284  -0.2023
C -0.0313 -0.4091 2.0351  -0.1841
O -1.1296 -0.6246 1.1667  -0.1659
C -2.3356 -0.8063 1.8688  -0.2516
P -3.6227 -1.5884 0.8823  0.4200
O -4.7232 -2.0558 1.7389  -0.2749
O -2.9406 -2.7185 -0.0112  -0.0991
O -4.0851 -0.4984 -0.1888  -0.1144
H 3.2320 -0.8193 -0.1630  0.0768
H 3.7703 -2.2501 0.7234  0.0893
H 3.9306 -0.6571 1.4860  0.0921
H 1.8056 0.6079 1.5952  0.1246
H 1.0049 -0.0913 0.1732  0.1317
H 0.0992 -1.2666 2.7031  0.1320
H -0.2132 0.4692 2.6621  0.1288
H -2.7516 0.1287 2.2577  0.1099
H -2.2042 -1.4856 2.7193  0.1143
H -2.2236 -3.1558 0.4562  0.0864
H -4.9886 -0.7567 -0.4131  0.0895
C 6.9110 -3.3617 -4.3660  -0.1102
O 5.9331 -2.3500 -4.5223  -0.1890
C 4.6870 -2.6657 -3.9250  -0.2049
C 4.5082 -1.9751 -2.5919  -0.2165
O 5.4386 -2.4434 -1.6269  -0.2019
C 6.5373 -1.5685 -1.4406  -0.1071
H 7.8695 -2.9368 -4.6588  0.0891
H 6.9754 -3.7044 -3.3306  0.0832
H 6.6928 -4.2166 -5.0153  0.0888
H 4.5820 -3.7479 -3.8020  0.1276
H 3.9014 -2.3245 -4.6062  0.1266
H 3.5054 -2.1976 -2.2134  0.1199
H 4.5925 -0.8905 -2.7127  0.1282
H 6.2385 -0.6891 -0.8584  0.0858
H 6.9588 -1.2421 -2.3935  0.0851
H 7.2982 -2.1124 -0.8835  0.0903
C -5.1930 5.6611 1.7860  -0.1127
O -5.0772 4.8975 0.6007  -0.1880
C -4.0038 3.9706 0.6239  -0.2017
C -4.4712 2.5664 0.9316  -0.2134
O -4.9895 2.4561 2.2478  -0.1919
C -6.4040 2.4532 2.3052  -0.1057
H -6.1551 6.1697 1.7544  0.0886
H -5.1539 5.0307 2.6775  0.0831
H -4.3993 6.4147 1.8424  0.0879
H -3.2459 4.2802 1.3507  0.1265
H -3.5439 3.9785 -0.3691  0.1271
H -3.6166 1.8895 0.8638  0.1026
H -5.2117 2.2427 0.1948  0.1263
H -6.8023 1.4926 1.9613  0.0893
H -6.8329 3.2597 1.7058  0.0847
H -6.6890 2.5945 3.3462  0.0893

---

The following is a DFT calculation (wB97M-V/def2-TZVPD) of 2 unconnected molecules or ions with the total composition C6H11NO at a distorted geometry.

Summary:
- Molecular weight: 113.2 g mol⁻¹
- E_tot: -365.08717 Ha
- SMILES string: CCC(C)=O.C=C=N
- ΔE to the lowest compared entry with this formula, charge and spin: 90.6 kcal per mole

Each line ends with the Löwdin charge.
Geometry (Å):
C 1.2596 1.9673 0.1733  -0.1199
C 1.2896 0.4828 -0.1384  -0.1736
C 0.0517 -0.3887 0.6555  -0.4908
C 0.3800 -1.8680 0.4862  -0.0368
O -0.2395 0.0999 1.7477  0.0096
H 1.0694 2.1297 1.2336  0.0676
H 0.4960 2.4861 -0.4057  0.0688
H 2.2364 2.4174 -0.0106  0.0690
H 1.4271 0.2599 -1.1971  0.0924
H 2.1379 0.0351 0.3861  0.0936
H 1.3834 -2.0745 0.8523  0.0895
H -0.3846 -2.4583 0.9893  0.0874
H 0.3807 -2.1339 -0.5706  0.0740
C -1.4920 -0.1762 -1.5937  0.0545
C -1.8729 -0.3071 -0.2978  -0.2857
N -2.7848 -0.1802 0.5300  0.1876
H -1.7130 0.7190 -2.1531  0.0766
H -1.1881 -1.0450 -2.1539  0.0650
H -2.4370 0.0348 1.4669  0.0711

---

The following is a DFT calculation (wB97M-V/def2-TZVPD) of 7 unconnected molecules or ions with the total composition C20H57N7O10 at a distorted geometry.

Summary:
- Molecular weight: 555.7 g mol⁻¹
- E_tot: -1931.84570 Ha
- SMILES string: COCCNCCOC.COCCNCCOC.COCCNCCOC.NC(N)=O.NC(N)=O.O.O
- ΔE to the lowest compared entry with this formula, charge and spin: 0.0 kcal per mole

Each line ends with the Löwdin charge.
Geometry (Å):
C 2.2908 -5.5796 5.3518  -0.0954
O 2.2083 -4.7357 4.2216  -0.2169
C 3.2628 -3.8171 4.0948  -0.2392
C 2.7752 -2.6435 3.2827  -0.1919
N 1.5547 -2.1234 3.9127  -0.0569
C 0.6540 -1.4131 3.0113  -0.2050
C -0.7400 -1.3006 3.6189  -0.1892
O -1.6445 -2.3325 3.2333  -0.2091
C -1.5354 -3.5136 3.9652  -0.1040
H 2.4354 -4.9771 6.2552  0.0896
H 3.1916 -6.1990 5.2253  0.0896
H 1.4333 -6.2390 5.4111  0.0857
H 4.1222 -4.2702 3.5788  0.1252
H 3.6349 -3.5570 5.0949  0.1216
H 2.4971 -3.0217 2.2866  0.1219
H 3.5072 -1.8435 3.1828  0.1225
H 1.0749 -2.9582 4.2326  0.0698
H 0.5910 -1.8303 1.9988  0.1116
H 0.9879 -0.3703 2.9519  0.1039
H -1.2039 -0.3772 3.2580  0.1090
H -0.6566 -1.1562 4.7041  0.1291
H -1.4960 -3.3409 5.0534  0.0946
H -0.6373 -4.1311 3.8256  0.0845
H -2.4204 -4.1140 3.7715  0.0949
C 1.2001 0.3389 -0.0310  -0.0993
O 2.3455 0.7655 -0.7435  -0.1831
C 2.3198 0.3083 -2.0742  -0.2520
C 3.5061 0.8116 -2.8653  -0.2082
N 4.7321 0.1653 -2.3677  -0.0465
C 5.9163 0.8299 -2.9215  -0.2237
C 7.1579 0.0906 -2.5183  -0.2447
O 7.0762 -1.2271 -3.0198  -0.2051
C 8.1423 -2.0256 -2.5480  -0.1091
H 1.1277 -0.7505 0.0074  0.0884
H 0.3069 0.8176 -0.4466  0.0688
H 1.3450 0.7377 0.9715  0.0758
H 1.4083 0.7548 -2.5175  0.1092
H 2.1686 -0.7796 -2.0864  0.1270
H 3.5741 1.8871 -2.7009  0.1220
H 3.2686 0.5805 -3.9144  0.1199
H 4.7025 -0.7765 -2.7507  0.1081
H 5.9242 1.8800 -2.6284  0.1210
H 5.8538 0.8408 -4.0251  0.1215
H 7.2209 0.0185 -1.4250  0.1253
H 8.0352 0.5870 -2.9512  0.1245
H 8.0524 -3.0401 -2.9326  0.0844
H 7.9404 -2.1067 -1.4714  0.0908
H 9.1324 -1.6467 -2.8045  0.0871
C -5.2043 4.2141 -1.0797  -0.1069
O -5.0547 3.9698 -2.4634  -0.2050
C -3.9161 4.6070 -3.0244  -0.2267
C -2.6156 4.2017 -2.3521  -0.1882
N -2.4792 2.7232 -2.2661  -0.0461
C -1.9364 2.1489 -3.5125  -0.1939
C -1.6711 0.6487 -3.3725  -0.2012
O -2.8638 -0.1112 -3.6326  -0.2250
C -2.5714 -1.4936 -3.4449  -0.0950
H -4.5161 3.6122 -0.4711  0.0837
H -6.2235 3.9554 -0.8133  0.0887
H -4.9509 5.2532 -0.8386  0.0953
H -4.1082 5.6886 -2.9432  0.1230
H -3.9185 4.4266 -4.1024  0.1183
H -2.7014 4.5735 -1.3327  0.1018
H -1.7439 4.5708 -2.8864  0.1186
H -3.4537 2.3987 -2.2689  0.0859
H -0.9796 2.5983 -3.7868  0.1175
H -2.6587 2.3265 -4.3212  0.1232
H -1.1992 0.4245 -2.4115  0.1072
H -0.9424 0.4002 -4.1611  0.1239
H -2.0365 -1.9457 -4.2860  0.0917
H -3.5236 -2.0234 -3.3691  0.0898
H -2.0173 -1.6975 -2.5265  0.0916
N -6.4355 -0.5501 -0.1942  0.1575
C -5.2079 -0.4935 -0.8353  -0.5661
N -5.2269 0.0178 -2.1338  0.1740
O -4.1698 -0.8829 -0.2688  -0.0212
H -6.5353 -0.9685 0.7076  0.1031
H -7.2412 -0.2372 -0.6951  0.0859
H -6.1473 0.0955 -2.5149  0.0900
H -4.3524 -0.0265 -2.6851  0.0675
N -0.9063 2.8658 2.3327  0.1606
C -1.1433 4.0128 3.0557  -0.6496
N -0.3194 4.1886 4.1667  0.1340
O -1.9905 4.8391 2.7324  0.0095
H -0.4228 2.0742 2.7046  0.0744
H -1.5659 2.7206 1.5912  0.0677
H 0.1054 3.3580 4.5375  0.0800
H -0.5560 4.8963 4.8345  0.0916
O -2.0496 0.6784 0.7569  -0.0848
H -2.7848 0.1106 0.4604  -0.0051
H -1.9300 1.3162 0.0186  0.0223
O -1.8250 -2.4917 0.5831  -0.0906
H -1.8272 -2.2665 1.5492  0.0044
H -2.5266 -1.9445 0.2056  -0.0253

---

The following is a DFT calculation (wB97M-V/def2-TZVPD) of a molecular structure, CH3NS3 at a distorted geometry.

Summary:
- Molecular weight: 125.2 g mol⁻¹
- E_tot: -1289.10263 Ha
- ΔE to the lowest compared entry with this formula, charge and spin: 55.9 kcal per mole

Each line ends with the Löwdin charge.
Geometry (Å):
C -0.7165 0.3379 -0.0492  -1.3416
N 0.7902 -0.9346 -0.1733  -0.5296
S -0.2011 1.8003 -0.0125  0.6636
S -2.1278 -0.5023 -0.0579  0.7441
S 2.0695 0.0702 -0.3267  0.5639
H 0.6989 -1.5619 -0.9518  -0.0081
H -2.9655 0.5879 0.5058  -0.0204
H 2.4522 0.2024 1.0656  -0.0718

---

The following is a DFT calculation (wB97M-V/def2-TZVPD) of a molecular structure, C20H28NO5RuS at a distorted geometry.

Summary:
- Molecular weight: 495.6 g mol⁻¹
- <S²>: 0.7559
- Multiplicity: 2
- E_tot: -1702.88014 Ha
- ΔE to the lowest compared entry with this formula, charge and spin: 38.0 kcal per mole

Each line ends with the Mulliken spin population.
Geometry (Å):
Ru -0.3920 -0.0016 -0.2547  0.8518
C -0.4053 3.4567 -0.0430  -0.0017
O 0.4050 2.4151 0.5011  0.0059
C 1.7943 2.7352 0.3904  -0.0020
C 2.4425 2.1300 -0.8418  0.0028
O 2.6980 0.7684 -0.5963  0.0015
C 3.3813 0.1510 -1.6674  0.0019
H -0.2142 4.3907 0.4925  -0.0006
H -1.4404 3.1495 0.0691  0.0013
H -0.1961 3.5929 -1.1085  -0.0002
H 2.2944 2.3480 1.2817  -0.0002
H 1.9068 3.8220 0.3803  -0.0001
H 3.3832 2.6505 -1.0697  0.0002
H 1.7743 2.2375 -1.7088  -0.0006
H 4.2829 0.7156 -1.9332  0.0004
H 2.7288 0.0568 -2.5393  -0.0009
H 3.6738 -0.8439 -1.3352  0.0000
O -3.7740 0.9489 -1.7902  0.0043
C -3.2079 0.5092 -0.8213  0.0090
O -2.0181 0.9911 -0.4428  0.0832
C -3.7933 -0.5155 0.1013  -0.0013
C -5.0877 -0.3452 0.5731  -0.0013
C -5.6515 -1.2776 1.4258  -0.0017
C -4.9167 -2.3965 1.7922  0.0009
C -3.6289 -2.5802 1.3222  -0.0010
C -3.0408 -1.6453 0.4669  0.0066
S -1.4520 -1.9920 -0.2154  -0.0418
H -5.6479 0.5234 0.2514  0.0004
H -6.6578 -1.1404 1.7980  -0.0002
H -5.3499 -3.1342 2.4562  0.0000
H -3.0611 -3.4548 1.6116  0.0002
C 0.4675 -0.7139 -4.3405  0.0000
C -0.4680 -0.2101 -3.2462  0.0169
C -0.8816 1.2332 -3.4829  0.0023
O 0.2389 -0.3501 -2.0377  0.0158
H -0.0196 -0.6571 -5.3158  -0.0003
H 0.7554 -1.7483 -4.1587  0.0003
H 1.3692 -0.1003 -4.3786  -0.0003
H -1.3540 -0.8597 -3.2146  -0.0013
H 0.0031 1.8764 -3.4662  0.0002
H -1.6030 1.5871 -2.7425  0.0028
H -1.3400 1.3240 -4.4700  0.0000
C 3.5408 -1.9951 4.4728  -0.0004
C 2.6165 -1.5478 3.3814  -0.0029
C 2.4987 -2.2548 2.1908  -0.0029
C 1.6064 -1.8280 1.2258  0.0029
N 0.8646 -0.7290 1.3734  0.0505
C 0.9720 -0.0369 2.5080  -0.0022
C 1.8185 -0.4180 3.5307  -0.0003
H 4.3135 -2.6600 4.0914  -0.0001
H 2.9823 -2.5352 5.2395  0.0000
H 4.0209 -1.1441 4.9549  0.0000
H 3.0858 -3.1459 2.0140  0.0001
H 1.4653 -2.3791 0.3047  0.0008
H 0.3588 0.8533 2.5850  0.0017
H 1.8583 0.1745 4.4351  -0.0002